Entry 1:
ORCA calculation (wB97M-V/def2-TZVPD) on 10 unconnected molecules or ions with the total composition C26H48Cl9F6N5O9.

XYZ file:
```
103
Properties=species:S:1:pos:R:3:forces:R:3
C -1.825095 -5.286963 -1.993578 2.4 1.0 -0.5
O -1.187442 -5.553073 -3.028456 -1.5 0.4 1.9
N -1.347362 -4.439817 -1.000444 0.2 -0.9 -0.6
C -2.114294 -4.235824 0.219889 0.7 0.5 -0.4
C -0.037888 -3.707616 -1.116490 -2.2 -0.6 -0.4
H -2.832514 -5.645349 -1.731176 0.1 -0.3 -0.3
H -2.970420 -4.909924 0.247191 0.2 0.0 0.2
H -2.457196 -3.203624 0.291219 -0.2 0.1 -0.1
H -1.417489 -4.351749 1.050018 -0.4 -0.4 0.3
H -0.354759 -2.675597 -1.266953 0.5 -0.1 -0.3
H 0.539039 -3.730852 -0.191986 0.0 -0.5 -0.1
H 0.458741 -4.139805 -1.985215 0.2 0.2 0.2
C -1.635475 0.015060 1.580903 -1.0 -0.8 1.4
O -1.606833 -1.086898 2.147349 0.0 0.8 -0.2
N -0.896603 0.372827 0.553861 1.6 -3.8 -0.8
C -0.997876 1.605208 -0.075850 -0.3 2.3 -0.7
C 0.081805 -0.655495 0.025881 0.6 1.1 0.6
H -2.304170 0.832500 1.892073 -0.1 -0.1 0.2
H -0.979630 1.548506 -1.164220 0.6 -0.3 -0.1
H -0.251439 2.300181 0.308793 0.2 -0.1 -0.4
H -1.952687 2.109050 0.074435 -0.2 -0.3 0.6
H 0.099777 -1.619578 0.534131 -1.2 0.2 0.0
H 0.027459 -0.773567 -1.056339 -0.3 0.2 0.1
H 1.103807 -0.368433 0.273246 0.0 0.7 -0.3
C -2.546706 4.516672 2.443376 -0.4 -0.2 1.6
O -2.757324 3.310900 2.499904 0.0 0.3 -1.2
N -1.880967 5.144760 3.430354 0.3 1.6 1.1
C -1.803349 6.603875 3.585356 0.5 -0.2 -0.9
C -1.329187 4.407114 4.529861 0.1 -1.5 0.6
H -2.931930 5.263206 1.731701 -0.1 -0.5 -0.4
H -0.774841 6.873760 3.345676 0.0 0.4 0.1
H -2.034774 6.982315 4.581014 -0.1 -0.5 0.1
H -2.455776 7.130442 2.888819 -0.1 -0.2 -0.1
H -1.958888 4.347445 5.417564 -0.7 0.1 -0.2
H -1.202718 3.376043 4.199731 0.1 0.1 0.1
H -0.391767 4.748765 4.968754 0.3 0.5 -0.8
C -6.415719 -4.005206 1.512702 0.6 0.4 -0.5
O -7.096023 -4.996260 1.394303 -0.5 -0.1 0.0
N -5.456994 -3.817222 2.431742 2.2 0.2 2.6
C -4.473118 -2.678407 2.447603 -0.5 -1.2 -0.7
C -5.183721 -4.878006 3.435932 -1.6 -1.0 -0.6
H -6.443637 -3.144185 0.827104 -0.3 0.1 -0.2
H -3.482165 -3.087869 2.251500 0.0 0.0 -0.2
H -4.336324 -2.152297 3.392382 -0.8 -0.1 0.2
H -4.725986 -1.986394 1.644317 0.0 0.1 0.1
H -4.214686 -5.376305 3.408187 0.4 0.8 -0.1
H -5.522937 -4.705640 4.457366 0.6 1.0 0.1
H -5.868680 -5.697831 3.219579 -0.1 0.0 -0.6
C -0.512371 -3.346378 -5.473191 -0.3 -0.2 -2.1
O -0.772434 -3.799452 -6.599476 0.3 0.3 2.0
N -0.422957 -2.010492 -5.247927 -0.2 0.1 -0.9
C 0.132253 -1.434831 -4.048574 -0.3 0.8 -0.1
C -0.628210 -1.053333 -6.369692 0.2 0.2 0.5
H -0.349441 -3.950582 -4.567322 0.0 -0.1 -0.2
H 0.276301 -2.063721 -3.170019 -0.3 -0.5 -0.6
H -0.562241 -0.642389 -3.769648 0.1 0.3 0.4
H 1.095369 -0.972019 -4.263781 0.2 0.1 0.0
H -1.074094 -1.459403 -7.277663 0.2 -0.6 0.5
H -1.276526 -0.230115 -6.069547 -0.2 -0.1 0.4
H 0.315466 -0.578837 -6.638816 0.2 -0.2 0.0
C 6.294374 -1.453103 2.851413 0.3 0.7 0.2
C 6.503061 -0.044939 2.219325 1.0 -1.7 -0.3
O 5.198712 0.325533 1.842213 -1.6 1.3 -1.2
C 5.036939 1.370931 1.017319 2.7 1.0 -0.1
O 5.911103 2.147417 0.647427 -1.7 -1.6 0.8
C 3.605831 1.494230 0.493812 0.3 -1.1 0.1
F 3.319639 2.783975 0.289249 -0.5 -0.9 0.2
F 3.497599 0.794839 -0.658637 0.1 0.7 -0.1
F 2.770535 0.865389 1.335999 -0.4 1.2 0.0
H 5.836094 -1.251725 3.819684 0.1 -0.6 0.1
H 7.185143 -2.077755 2.917897 0.4 0.6 0.5
H 5.653644 -2.130635 2.287038 -0.4 0.7 -0.3
H 7.150481 -0.107245 1.344650 -0.1 0.1 -0.2
H 6.953618 0.723998 2.846884 -0.2 -0.2 0.4
C 2.316256 2.499974 -3.077690 0.1 -0.3 0.5
C 3.176847 1.596178 -4.009334 -2.3 -0.4 1.9
O 3.546187 2.399040 -5.044231 1.9 1.3 -4.4
C 3.486246 1.930593 -6.334124 -1.7 -3.2 1.1
O 2.969321 0.827009 -6.635853 2.2 4.0 0.7
C 3.977093 2.945716 -7.454136 -0.6 -1.5 1.5
F 4.350486 4.144901 -7.020743 0.4 -0.5 0.0
F 4.941939 2.346358 -8.172519 -0.4 0.8 0.3
F 2.881502 3.095049 -8.167406 -0.3 0.4 -1.2
H 2.884162 3.045114 -2.323775 0.3 -0.5 0.2
H 1.548747 1.879820 -2.614629 0.1 0.0 0.4
H 1.779262 3.339013 -3.520132 0.0 -0.4 -1.0
H 2.569112 0.772207 -4.383252 0.0 0.0 0.0
H 4.025095 1.146605 -3.493128 0.2 0.3 0.0
C 1.337120 -2.755865 3.386803 -1.0 0.2 -0.5
Cl 0.907955 -4.291225 2.633557 -0.1 -0.4 0.1
Cl 2.623307 -2.018491 2.497039 0.8 0.5 -0.5
Cl 1.754873 -2.912606 5.054735 0.1 -0.2 0.7
H 0.465942 -2.108952 3.283589 0.0 -0.1 0.1
C -3.147434 0.552640 5.594100 0.6 -0.3 -0.3
Cl -4.149987 1.732569 6.381607 -0.3 0.1 0.5
Cl -3.251923 -1.106622 6.311183 -0.3 1.0 -0.6
Cl -1.444982 1.045185 5.642511 0.1 0.0 0.1
H -3.428939 0.618465 4.543145 0.0 -0.8 0.2
C 0.640852 5.699712 -0.181123 0.9 0.1 -1.0
Cl -0.674407 6.649286 0.334498 -1.2 0.9 0.5
Cl 1.723044 6.765098 -1.192757 -0.2 -0.9 0.6
Cl 0.052205 4.330704 -1.148873 0.4 0.4 0.1
H 1.148988 5.354320 0.719206 0.3 -0.1 -0.5
```
Positions in Å, forces in eV/Å.

Summary:
Structure (SMILES)   CCOC(=O)C(F)(F)F.CCOC(=O)C(F)(F)F.ClC(Cl)Cl.ClC(Cl)Cl.ClC(Cl)Cl.CN(C)C=O.CN(C)C=O.CN(C)C=O.CN(C)C=O.CN(C)C=O
Kohn-Sham gap   8.76 eV
Highest occupied orbital energy   -8.91 eV
LUMO energy   -0.154 eV

Entry 2:
ORCA calculation (wB97M-V/def2-TZVPD) on a molecular structure, C26H48CoOP2.

XYZ file:
```
78
Properties=species:S:1:pos:R:3:forces:R:3
Co 0.014140 -0.333097 0.726538 -0.8 0.6 2.3
C -0.883091 -1.800353 2.125220 1.4 -1.4 0.1
C 0.451500 -2.072982 1.615815 -0.8 0.2 1.2
C 0.585957 -0.538752 3.376544 -0.1 -1.0 -0.5
C -0.748317 -0.950763 3.269406 0.7 0.1 -0.1
C 1.343319 -1.186797 2.352578 -0.6 -1.1 1.4
C -2.092245 -2.632468 1.869594 -0.4 -0.2 0.1
H -1.978546 -3.286300 1.000225 -0.1 0.1 0.2
H -2.984386 -2.008283 1.705866 0.1 -0.2 0.1
H -2.287043 -3.284566 2.738467 0.0 0.2 -0.3
C -1.819866 -0.705099 4.254298 -0.6 0.4 0.4
H -2.802147 -0.598536 3.781933 0.1 0.0 0.0
H -1.642986 0.197466 4.848818 0.0 -0.2 -0.1
H -1.912858 -1.531526 4.975095 0.1 0.0 -0.2
C 1.141597 0.342776 4.422689 0.2 0.5 0.3
H 1.028659 -0.115487 5.416759 0.1 0.2 -0.2
H 0.633283 1.318932 4.439729 0.1 -0.2 0.0
H 2.207296 0.528488 4.249077 -0.2 0.0 0.1
C 2.826523 -1.286046 2.349655 0.5 0.0 0.3
H 3.172341 -1.648790 3.332509 -0.1 0.1 -0.3
H 3.303981 -0.311945 2.170410 0.0 -0.2 0.1
H 3.200585 -1.994091 1.601954 -0.2 0.2 0.1
C 0.906333 -3.295984 0.902538 0.3 -0.3 -0.1
H 1.475051 -3.940172 1.592650 -0.2 0.1 -0.2
H 1.564501 -3.052003 0.063997 -0.1 -0.2 0.0
H 0.064132 -3.877204 0.529479 0.1 -0.1 0.0
C -1.268928 1.235511 -2.891187 -1.5 -0.9 -1.0
C -1.700445 -0.048810 -3.105807 -1.0 2.1 -1.8
C -1.236209 -0.828492 -4.318583 -0.1 -0.3 -0.1
C 0.288017 -0.826276 -4.587948 -0.4 -0.2 -0.3
C 1.191244 -0.492143 -3.437642 1.8 1.7 -0.7
C 1.661353 0.764485 -3.136634 0.5 -1.9 -2.2
C 1.056504 2.047358 -3.600898 0.1 0.4 -0.4
C -0.461042 2.003987 -3.888130 0.7 0.3 -0.2
H -1.747119 -0.431771 -5.212775 0.0 -0.1 0.3
H 0.505085 -0.174696 -5.447795 0.0 -0.1 0.4
H -1.582917 -1.870807 -4.239988 0.0 0.4 0.1
H -0.627051 1.658966 -4.921088 -0.1 -0.1 0.5
H -1.656432 1.828901 -2.057798 -0.1 -0.3 -0.3
H -2.723466 -0.346403 -2.825582 0.8 0.0 0.4
H -0.819474 3.043116 -3.863260 0.0 -0.2 0.0
H 1.252027 2.814993 -2.834483 0.0 -0.2 -0.2
H 2.659553 0.887969 -2.695204 -0.8 -0.1 0.3
H 1.595450 2.397731 -4.501564 -0.2 0.0 0.3
H 0.556127 -1.842933 -4.915935 0.0 0.4 0.0
H 1.606141 -1.368485 -2.923145 0.2 0.5 -0.4
P -1.674811 -0.655777 -0.585701 0.7 -0.1 1.8
C -3.156304 0.361541 -0.530343 -0.8 -0.1 -0.3
C -1.508339 -2.233885 -1.452210 -0.5 -0.4 -0.3
P 2.034869 0.229499 -0.218743 -0.5 -0.2 0.3
C 0.369819 0.350306 -0.954912 1.2 0.0 -1.7
C 3.208322 -0.924514 -0.994297 0.5 0.0 -0.3
C 2.716313 1.904223 -0.131030 0.4 0.3 0.1
H -2.980388 1.270872 0.059428 0.2 -0.5 0.0
H -3.963650 -0.223673 -0.074414 0.0 0.2 0.0
H -3.472365 0.670740 -1.526948 -0.2 0.0 0.2
H -0.733892 -2.122253 -2.228226 -0.4 -0.2 0.3
H -2.473865 -2.499561 -1.909034 0.4 -0.1 -0.1
H -1.198845 -3.027210 -0.759045 -0.2 0.4 -0.3
H 2.562383 2.424632 -1.083070 0.1 0.0 0.2
H 3.796427 1.875445 0.089871 -0.4 -0.1 -0.1
H 2.223274 2.448540 0.685284 0.1 -0.3 -0.3
H 0.081914 1.395295 -1.087999 0.0 -0.4 -0.1
H 0.191375 -0.286292 -1.834065 0.5 1.0 1.2
H 4.010847 -1.128599 -0.265402 -0.4 0.1 -0.2
H 3.680225 -0.493331 -1.887460 -0.1 -0.3 0.2
H 2.731620 -1.880684 -1.259856 0.2 0.4 0.2
C -1.945933 2.173716 2.603782 -0.1 0.3 0.1
C -0.803422 2.422307 1.643003 0.5 -0.4 -0.3
C 0.063415 3.596743 2.075149 -0.3 0.2 0.1
O 0.006916 1.287212 1.587046 -0.3 0.9 -0.2
H -2.571910 1.333415 2.279521 0.1 0.1 0.1
H -2.558761 3.076372 2.668873 -0.1 -0.1 0.1
H -1.533969 1.954057 3.596840 -0.2 0.1 -0.2
H -1.213476 2.658101 0.637463 -0.1 0.0 0.1
H 0.620781 3.341591 2.991701 -0.2 0.1 -0.3
H 0.773247 3.864045 1.284328 -0.1 0.0 0.2
H -0.597968 4.448522 2.274090 0.4 0.1 0.0
```
Positions in Å, forces in eV/Å.

Summary:
2S+1   5
Kohn-Sham gap (alpha / beta)   6.83 / 6.61 eV
Highest occupied orbital energy (alpha / beta)   -9.50 / -10.11 eV
Net charge   +1
LUMO energy (alpha / beta)   -2.675 / -3.506 eV